Entry 1:
Computed, not measured: one molecule with the formula C17H15ClFNO2 at a distorted geometry, with ωB97M-V/def2-TZVPD.

```
37
Properties=species:S:1:pos:R:3
O -2.998 -2.477 -0.717
C -2.498 -1.391 -0.469
C -3.429 -0.221 -0.063
C -4.824 -0.342 -0.587
C -5.764 0.477 -0.323
C -5.480 1.525 0.814
C -4.241 1.473 1.474
C -3.253 0.668 0.788
C -1.191 -0.930 -0.443
C -0.779 0.290 -0.883
C 0.488 0.555 -1.124
F 0.776 1.749 -1.477
C 1.593 -0.470 -0.595
N 2.842 -0.033 -0.717
C 3.507 1.421 -0.461
C 3.931 1.204 0.933
O 4.976 0.338 1.161
C 4.426 -0.991 0.893
C 4.006 -0.958 -0.715
C 1.064 -1.607 -0.092
C -0.211 -1.941 -0.283
Cl -0.565 -3.496 0.243
H -5.124 -1.252 -1.392
H -6.889 0.754 -0.691
H -6.196 2.563 1.090
H -3.835 2.292 2.038
H -2.299 0.655 1.255
H -1.565 0.853 -1.230
H 2.607 2.130 -0.303
H 4.213 1.700 -1.142
H 4.330 2.243 1.474
H 3.197 0.935 1.799
H 5.333 -1.557 0.534
H 3.627 -1.404 1.533
H 3.565 -2.137 -1.032
H 4.762 -0.508 -1.415
H 1.898 -2.110 0.125
```

Summary:
E_LUMO (eV): 0.0
Charge: 0
Energy above the lowest of the compared OMol25 structures with the same formula, charge and spin (kJ/mol): 1046.64
E_HOMO (eV): -7.909
Energy (eV): -38687.763

=====

Entry 2:
Computed, not measured: C45H54Br2ClN2O2PdSi as an isolated structure at a distorted geometry, with ωB97M-V/def2-TZVPD.

```
108
Properties=species:S:1:pos:R:3
Pd 0.119 -0.080 0.187
O -2.302 5.130 -0.276
C -0.960 5.245 -0.512
C -0.335 6.463 -0.736
C 1.035 6.507 -0.945
C 1.789 5.343 -0.926
C 1.163 4.126 -0.711
C -0.207 4.075 -0.504
C -0.920 2.735 -0.327
O -0.277 1.732 -0.893
N -1.223 2.499 1.077
N -1.327 1.230 1.476
C -1.892 0.973 2.603
C -1.903 -0.324 3.212
Br -0.845 -1.674 2.372
C -2.524 -0.627 4.364
C -3.450 0.251 5.081
C -3.370 0.330 6.474
C -4.233 1.149 7.180
C -5.213 1.872 6.512
C -5.322 1.775 5.132
C -4.445 0.975 4.418
H -2.732 5.981 -0.407
H -0.922 7.375 -0.746
H 1.510 7.461 -1.133
H 2.859 5.381 -1.080
H 1.727 3.201 -0.714
H -1.917 2.865 -0.814
H -1.721 3.222 1.584
H -2.345 1.775 3.184
H -2.330 -1.595 4.813
H -2.610 -0.239 6.995
H -4.148 1.218 8.257
H -5.901 2.495 7.068
H -6.103 2.315 4.613
H -4.559 0.869 3.346
C 3.634 1.291 4.625
C 2.455 1.803 4.051
C 1.899 1.191 2.962
C 2.475 0.025 2.404
C 1.922 -0.643 1.289
C 2.469 -1.807 0.828
C 3.624 -2.345 1.436
C 4.213 -1.699 2.484
C 3.655 -0.507 3.002
C 4.219 0.168 4.110
H 4.080 1.797 5.471
H 1.997 2.688 4.474
H 1.006 1.594 2.502
H 2.027 -2.343 -0.005
H 4.035 -3.271 1.052
H 5.112 -2.099 2.939
H 5.125 -0.229 4.551
Cl -3.272 -3.194 -0.059
C -3.420 -1.528 -0.497
C -4.627 -0.903 -0.259
C -4.875 0.360 -0.782
C -3.928 0.958 -1.615
C -2.724 0.340 -1.848
C -2.375 -0.887 -1.222
C -1.073 -1.425 -1.393
H -5.395 -1.431 0.290
H -5.829 0.837 -0.604
H -4.156 1.903 -2.094
H -1.989 0.795 -2.501
H -0.534 -1.097 -2.274
H -0.879 -2.437 -1.063
C 4.195 1.531 -5.979
C 3.183 1.413 -4.827
C 1.835 0.954 -5.406
C 2.966 2.809 -4.221
Si 3.838 0.181 -3.488
Br 2.043 0.221 -1.891
C 3.875 -1.692 -3.983
C 2.560 -2.101 -4.667
C 4.059 -2.596 -2.752
C 5.035 -1.960 -4.956
C 5.328 0.798 -2.421
C 5.666 -0.227 -1.325
C 6.576 1.002 -3.296
C 5.003 2.131 -1.726
H 3.792 2.196 -6.747
H 4.393 0.566 -6.449
H 5.145 1.949 -5.644
H 1.406 1.771 -5.992
H 1.121 0.694 -4.623
H 1.948 0.104 -6.076
H 2.471 3.444 -4.961
H 3.907 3.291 -3.963
H 2.331 2.773 -3.333
H 1.685 -1.780 -4.098
H 2.524 -3.191 -4.750
H 2.490 -1.699 -5.675
H 3.377 -2.326 -1.945
H 5.077 -2.564 -2.372
H 3.848 -3.631 -3.036
H 4.941 -1.375 -5.873
H 5.037 -3.017 -5.235
H 6.003 -1.736 -4.503
H 6.197 -1.085 -1.735
H 4.779 -0.577 -0.794
H 6.324 0.245 -0.591
H 6.853 0.094 -3.834
H 7.418 1.281 -2.656
H 6.437 1.802 -4.025
H 4.061 2.088 -1.177
H 4.960 2.956 -2.434
H 5.796 2.360 -1.010
```

Summary:
E_LUMO (spin up / spin down) (eV): -2.8 / -5.9
Charge: +1
Energy above the lowest of the compared OMol25 structures with the same formula, charge and spin (kJ/mol): 78.06
E_HOMO (spin up / spin down) (eV): -9.977 / -10.037
Spin multiplicity: 5
Energy (eV): -218572.156

=====

Entry 3:
Computed, not measured: one molecule with the formula C4H8OS at a distorted geometry, with ωB97M-V/def2-TZVPD.

```
14
Properties=species:S:1:pos:R:3
C 1.910 1.093 -0.492
O 0.582 1.255 -0.936
C -0.254 0.758 0.055
C -0.739 -0.635 -0.286
C -1.588 -1.435 0.601
S -0.153 -1.352 -1.630
H 2.083 1.709 0.418
H 2.580 1.354 -1.318
H 2.165 0.013 -0.108
H 0.000 0.690 1.126
H -1.141 1.425 0.145
H -2.657 -1.232 0.427
H -1.377 -1.094 1.626
H -1.411 -2.550 0.372
```

Summary:
E_LUMO (eV): 0.1
Charge: 0
Energy above the lowest of the compared OMol25 structures with the same formula, charge and spin (kJ/mol): 178.66
E_HOMO (eV): -8.322
Energy (eV): -17158.599